The following is a DFT calculation (ωB97M-V with the def2-TZVPD basis set) of a molecular structure, C5H4S2 in a non-equilibrium geometry.

Structure (XYZ):
```
11
Properties=species:S:1:pos:R:3:forces:R:3
C -0.544700 0.407152 0.519037 -0.8 1.7 -0.4
C -1.632252 -0.638646 0.489916 -0.2 0.3 -0.8
C 0.637517 -0.483837 0.346608 1.0 -0.1 0.7
C 1.750828 0.011274 -0.434521 1.8 0.2 -1.3
C 2.705285 0.294753 -1.136145 -0.4 -0.1 0.1
H -2.504768 -0.363599 -0.130602 0.4 -0.1 0.6
H -1.914315 -0.968250 1.482059 -0.1 -0.2 0.1
H 0.999083 -0.822749 1.342357 -0.2 0.1 -0.5
H 3.546037 0.540348 -1.823600 -1.3 -0.3 1.1
S -0.650136 2.033449 0.406242 0.1 -1.5 0.2
S -0.451495 -1.779071 -0.379966 -0.3 0.1 0.3
```
Positions in Å, forces in eV/Å.

Properties
Kohn-Sham gap	8.58	eV
ΔE to the lowest compared entry with this formula, charge and spin	52.1	kcal per mole
energy	-26917.0146	eV